No. 1
The following is a DFT calculation (wB97M-V/def2-TZVPD) of a molecular structure, C47H50B2IN6O2PRh.

XYZ file:
```
110
Properties=species:S:1:pos:R:3
Rh -0.894 -0.653 0.055
C -0.598 2.916 1.718
C -1.807 2.054 1.739
C -2.961 2.404 2.436
C -3.853 1.376 2.255
C -5.245 1.240 2.775
N -3.255 0.450 1.497
N -1.990 0.848 1.151
B -3.919 -0.795 0.904
N -3.240 -2.068 1.413
N -1.957 -2.332 1.080
C -1.689 -3.555 1.535
C -0.420 -4.296 1.269
C -2.799 -4.061 2.217
C -3.771 -3.087 2.113
C -5.173 -3.099 2.626
N -3.800 -0.678 -0.627
N -2.592 -0.618 -1.250
C -2.832 -0.572 -2.567
C -1.803 -0.480 -3.646
C -4.211 -0.604 -2.784
C -4.790 -0.665 -1.535
C -6.237 -0.717 -1.175
H -0.831 3.844 2.238
H 0.230 2.454 2.232
H -0.283 3.151 0.713
H -3.120 3.311 2.994
H -5.454 2.065 3.453
H -5.979 1.266 1.969
H -5.382 0.305 3.316
H -5.071 -0.831 1.210
H 0.440 -3.639 1.160
H -0.217 -4.980 2.092
H -0.504 -4.888 0.356
H -2.885 -5.019 2.701
H -5.341 -4.016 3.187
H -5.369 -2.253 3.284
H -5.898 -3.060 1.812
H -0.785 -0.491 -3.280
H -1.931 -1.304 -4.349
H -1.934 0.449 -4.204
H -4.715 -0.576 -3.735
H -6.833 -0.648 -2.083
H -6.489 -1.649 -0.669
H -6.515 0.105 -0.517
I 0.250 -2.467 -1.610
C 2.050 -3.287 -0.939
C 2.466 -4.228 -1.830
C 3.683 -4.915 -1.649
C 4.437 -4.618 -0.568
C 4.017 -3.652 0.379
C 4.855 -3.423 1.495
C 4.499 -2.543 2.457
C 3.286 -1.846 2.323
C 2.429 -2.000 1.265
P 0.990 -0.840 1.480
C 0.357 -1.290 3.137
C 0.663 -2.491 3.769
C 0.043 -2.839 4.961
C -0.890 -1.992 5.535
C -1.189 -0.781 4.924
C -0.572 -0.434 3.734
C 1.961 0.683 1.736
C 2.232 1.200 2.999
C 2.981 2.361 3.129
C 3.451 3.019 2.002
C 3.209 2.489 0.740
C 2.480 1.318 0.610
C 2.781 -2.936 0.232
H 1.853 -4.450 -2.694
H 4.002 -5.661 -2.364
H 5.379 -5.124 -0.401
H 5.787 -3.969 1.562
H 5.133 -2.376 3.317
H 3.023 -1.147 3.104
H 1.390 -3.167 3.341
H 0.295 -3.776 5.441
H -1.379 -2.270 6.460
H -1.907 -0.105 5.369
H -0.817 0.509 3.270
H 1.854 0.706 3.886
H 3.183 2.760 4.115
H 4.015 3.935 2.107
H 3.583 2.988 -0.146
H 2.332 0.889 -0.371
C 2.405 4.673 -6.225
C 3.135 4.031 -5.039
C 4.008 2.894 -5.574
C 4.049 5.071 -4.379
C 2.112 3.536 -4.015
C 1.215 4.448 -3.449
C 0.255 4.085 -2.506
C 0.228 2.759 -2.141
O -0.575 2.125 -1.215
B -0.143 0.804 -1.163
O 0.873 0.613 -2.120
C 1.102 1.851 -2.686
C 2.050 2.196 -3.621
H 3.126 4.994 -6.979
H 1.829 5.548 -5.921
H 1.719 3.962 -6.690
H 4.714 3.294 -6.302
H 3.412 2.130 -6.077
H 4.587 2.419 -4.779
H 4.795 5.424 -5.094
H 4.575 4.639 -3.525
H 3.486 5.937 -4.028
H 1.262 5.486 -3.751
H -0.431 4.806 -2.083
H 2.715 1.445 -4.022
```

Kohn-Sham gap (eV): 7.8
Relative energy (zero: lowest compared OMol25 entry of this formula, charge and spin) (kJ/mol): 15.6
LUMO (eV): -2.702
E_tot (Ha): -3099.40898
Net charge: +1


No. 2
The following is a DFT calculation (wB97M-V/def2-TZVPD) of a molecular structure, C47H53AsHfN6O2P.

XYZ file:
```
111
Properties=species:S:1:pos:R:3
Hf 1.022 0.514 0.306
C -1.855 -5.730 -1.231
C -1.709 -5.704 0.262
C -2.198 -6.737 1.055
C -2.058 -6.721 2.434
C -1.402 -5.667 3.051
C -0.893 -4.628 2.289
C -1.063 -4.650 0.910
N -0.520 -3.605 0.088
C -0.371 -2.312 0.404
N -1.209 -1.818 1.339
C -0.956 -0.850 2.349
C 0.067 0.093 2.215
C 0.337 0.893 3.344
C -0.392 0.781 4.511
C -1.454 -0.113 4.564
C -1.761 -0.944 3.498
C -2.914 -1.902 3.592
N 0.541 -1.550 -0.229
C 1.555 -2.318 -0.930
C 1.542 -2.303 -2.321
C 2.486 -3.023 -3.038
C 3.437 -3.767 -2.350
C 3.436 -3.782 -0.963
C 2.499 -3.063 -0.218
C 2.508 -3.155 1.280
H -2.486 -6.559 -1.543
H -0.890 -5.864 -1.731
H -2.303 -4.810 -1.612
H -2.702 -7.567 0.578
H -2.452 -7.535 3.024
H -1.270 -5.659 4.124
H -0.346 -3.828 2.772
H -0.109 -3.899 -0.788
H -1.949 -2.467 1.573
H 1.148 1.618 3.321
H -0.152 1.389 5.372
H -2.052 -0.183 5.463
H -3.517 -1.686 4.471
H -2.587 -2.942 3.671
H -3.578 -1.823 2.727
H 0.774 -1.734 -2.832
H 2.458 -3.031 -4.120
H 4.167 -4.354 -2.891
H 4.169 -4.379 -0.435
H 3.527 -3.232 1.655
H 1.977 -4.052 1.607
H 2.039 -2.295 1.763
C 5.385 -0.137 -3.850
N 4.484 0.074 -2.721
C 4.759 -0.323 -1.345
C 3.467 0.073 -0.709
O 3.118 -0.018 0.500
N 2.601 0.565 -1.591
C 3.244 0.534 -2.804
N 2.653 0.932 -3.915
H 6.375 -0.362 -3.465
H 5.456 0.776 -4.441
H 5.040 -0.970 -4.463
H 5.612 0.209 -0.917
H 4.912 -1.402 -1.252
H 1.720 1.308 -3.870
H 3.121 0.915 -4.808
C 1.561 4.571 1.670
As 2.419 2.941 1.093
C 3.417 3.569 -0.455
C 3.840 2.715 2.384
H 2.340 5.326 1.793
H 1.055 4.409 2.620
H 0.832 4.903 0.934
H 3.824 4.555 -0.225
H 2.772 3.637 -1.329
H 4.246 2.893 -0.665
H 4.494 3.587 2.346
H 4.410 1.814 2.168
H 3.419 2.630 3.386
O -0.257 1.837 -0.552
P -1.703 2.449 -0.695
C -1.994 3.703 0.519
C -2.686 4.868 0.185
C -3.018 5.775 1.181
C -2.673 5.518 2.500
C -2.000 4.348 2.837
C -1.662 3.439 1.850
C -2.862 1.114 -0.469
C -2.675 -0.073 -1.183
C -3.595 -1.100 -1.075
C -4.702 -0.952 -0.245
C -4.889 0.220 0.470
C -3.975 1.260 0.357
C -1.843 3.119 -2.332
C -2.757 2.617 -3.257
C -2.838 3.182 -4.522
C -2.016 4.245 -4.863
C -1.104 4.753 -3.942
C -1.018 4.197 -2.680
H -2.968 5.072 -0.840
H -3.551 6.680 0.926
H -2.939 6.228 3.271
H -1.751 4.143 3.869
H -1.168 2.514 2.123
H -1.824 -0.186 -1.848
H -3.462 -2.009 -1.646
H -5.430 -1.748 -0.168
H -5.755 0.335 1.106
H -4.135 2.176 0.909
H -3.421 1.804 -2.993
H -3.556 2.802 -5.235
H -2.093 4.691 -5.844
H -0.478 5.594 -4.208
H -0.324 4.613 -1.958
```

Kohn-Sham gap (eV): 7.6
LUMO (eV): -7.466
E_tot (Ha): -4926.39049
Net charge: +3